113
Properties=species:S:1:pos:R:3:lowdin_charge:R:1 method="wB97M-V/def2-TZVPD" total_charge=-1 molar_mass_g_mol=1348.2 gap_ha=0.2182
C 5.78535 -1.22184 1.44017 -0.24
C 4.60548 -0.58726 0.60774 -0.47
Ta 4.56577 1.68644 0.58511 1.35
C 2.86341 1.81541 2.16572 -0.35
C 1.79186 0.77029 1.81815 -0.34
C 1.55420 -0.35997 2.66501 -0.06
C 0.60190 -1.27635 2.24434 -0.06
C -0.08588 -1.12122 1.03772 -0.28
C -1.11036 -2.11390 0.48378 -0.09
C 0.13567 -0.00623 0.25376 -0.14
C 1.08874 0.96462 0.63089 -0.20
H 5.42492 -1.36653 2.46342 0.02
H 6.66366 -0.57739 1.38935 0.02
H 5.99306 -2.20999 1.00457 0.05
H 3.67508 -1.06706 0.94463 0.02
H 4.75923 -0.92001 -0.43414 0.01
H 3.30385 1.72321 -0.78219 -0.33
H 4.64887 3.55025 0.45197 -0.19
H 5.85877 1.68699 1.90919 -0.16
H 5.92783 1.60109 -0.67338 -0.18
H 3.24436 1.66260 3.18500 0.02
H 2.45615 2.83589 2.12531 0.03
H 2.10028 -0.52810 3.60295 0.07
H 0.37641 -2.17257 2.82578 0.10
H -0.74941 -3.14431 0.59087 0.03
H -1.14949 -1.93972 -0.59730 0.05
H -2.10156 -2.03682 0.94412 0.07
H -0.41705 0.13940 -0.66066 0.02
H 1.32400 1.84273 0.05304 0.02
Cl -2.76279 -4.61159 -0.74294 0.71
C -3.49691 -5.16338 0.71566 -0.68
C -2.77324 -5.80750 1.70735 -0.68
Cl -1.07554 -6.09419 1.55858 0.69
C -3.41529 -6.23230 2.86152 -0.12
C -4.77147 -6.01710 3.02916 -0.08
C -5.49606 -5.37029 2.03745 -0.09
C -4.85860 -4.94495 0.88493 -0.11
H -2.85105 -6.73119 3.63575 0.06
H -5.26255 -6.35160 3.93358 0.11
H -6.55655 -5.19575 2.16370 0.10
H -5.42234 -4.43984 0.11261 0.10
Cl 6.45189 2.54194 -3.55929 0.64
C 5.08917 2.14810 -4.56052 -0.69
C 3.90760 1.66890 -4.02125 -0.51
Cl 3.65010 1.42401 -2.18430 0.55
C 2.85365 1.36367 -4.87232 -0.13
C 2.97277 1.53612 -6.24396 -0.10
C 4.15955 2.02186 -6.77601 -0.11
C 5.21690 2.32721 -5.93354 -0.13
H 1.92588 0.98608 -4.46195 0.04
H 2.14189 1.29188 -6.89613 0.09
H 4.26135 2.16216 -7.84512 0.09
H 6.14368 2.70511 -6.34707 0.09
Cl -0.69888 0.86086 -3.66179 0.72
C -2.22572 0.18389 -4.08605 -0.66
C -2.66452 0.13387 -5.40203 -0.71
Cl -1.70180 0.73567 -6.69917 0.65
C -3.90747 -0.41065 -5.69661 -0.14
C -4.70851 -0.90716 -4.68083 -0.09
C -4.26701 -0.86189 -3.36500 -0.08
C -3.02870 -0.31655 -3.06956 -0.10
H -4.25102 -0.44779 -6.72179 0.10
H -5.67683 -1.32956 -4.91549 0.10
H -4.88789 -1.25091 -2.56868 0.10
H -2.68637 -0.27981 -2.04310 0.10
Cl -2.40013 -6.99491 6.37996 0.68
C -1.00780 -5.97198 6.32288 -0.69
C -1.13029 -4.58983 6.31497 -0.69
Cl -2.67385 -3.81232 6.38138 0.67
C 0.00531 -3.79724 6.24733 -0.10
C 1.25860 -4.38215 6.19607 -0.07
C 1.38126 -5.76531 6.21237 -0.07
C 0.24793 -6.55872 6.27247 -0.11
H -0.08782 -2.71968 6.23608 0.11
H 2.14058 -3.75957 6.14302 0.07
H 2.36009 -6.22434 6.17481 0.11
H 0.34196 -7.63606 6.27981 0.10
Cl -1.52489 4.53417 -6.08437 0.69
C -2.66476 5.03170 -7.28187 -0.68
C -3.74996 4.23859 -7.63046 -0.67
Cl -4.02825 2.71156 -6.87571 0.70
C -4.63935 4.67149 -8.60471 -0.11
C -4.44858 5.89329 -9.22780 -0.09
C -3.36622 6.68915 -8.87587 -0.09
C -2.47726 6.25789 -7.90564 -0.11
H -5.48320 4.05276 -8.87762 0.10
H -5.14367 6.22553 -9.98768 0.10
H -3.21516 7.64577 -9.35840 0.10
H -1.63393 6.87734 -7.63306 0.11
Cl 4.14891 -1.86015 5.21667 0.71
C 4.24513 -0.50994 6.28897 -0.67
C 5.46391 0.03019 6.67433 -0.68
Cl 6.96229 -0.60518 6.09813 0.68
C 5.49511 1.11164 7.54355 -0.11
C 4.31493 1.65358 8.02405 -0.09
C 3.09582 1.11599 7.63423 -0.08
C 3.06277 0.03611 6.76889 -0.11
H 6.44403 1.53262 7.84571 0.10
H 4.34553 2.49624 8.70209 0.10
H 2.17126 1.53878 8.00436 0.10
H 2.11262 -0.38245 6.46523 0.10
Cl -0.77504 2.42372 -0.61233 0.83
C -2.33917 3.05253 -0.25575 -0.62
C -2.80956 3.12012 1.04849 -0.67
Cl -1.84883 2.59160 2.38314 0.71
C -4.07932 3.62318 1.30092 -0.12
C -4.87692 4.05985 0.25604 -0.10
C -4.40550 3.99693 -1.04939 -0.09
C -3.14048 3.49413 -1.30318 -0.10
H -4.44640 3.67385 2.31694 0.10
H -5.86615 4.44940 0.45903 0.10
H -5.02439 4.33947 -1.86868 0.10
H -2.77350 3.44367 -2.32013 0.10